No. 1
{
  "formula": "C3H8O2",
  "method": "ωB97M-V/def2-TZVPD",
  "e_homo_ev": -9.35,
  "orbital_gap_ev": 9.86,
  "e_above_lowest_kcal_mol": 46.9,
  "smiles": "C=CO.CO",
  "species": ["C", "O", "H", "H", "H", "H", "C", "C", "O", "H", "H", "H", "H"],
  "positions_angstrom": [[1.214, -3.169, 0.950], [2.377, -3.988, 0.930], [0.403, -3.793, 1.328], [0.911, -2.889, -0.060], [1.319, -2.382, 1.693], [2.999, -3.615, 0.286], [-1.755, 3.760, -1.011], [-1.001, 2.686, -0.951], [-1.356, 1.618, -0.158], [-1.549, 4.605, -1.634], [-2.588, 3.855, -0.332], [-0.225, 2.467, -1.676], [-0.537, 1.154, 0.048]]
}

---

No. 2
{
  "formula": "C3H8O2",
  "method": "ωB97M-V/def2-TZVPD",
  "e_homo_ev": -8.95,
  "orbital_gap_ev": 9.64,
  "e_above_lowest_kcal_mol": 29.8,
  "smiles": "C=C(C)O.O",
  "species": ["C", "C", "O", "C", "H", "H", "H", "H", "H", "H", "H", "H", "O"],
  "positions_angstrom": [[1.445, 1.633, 0.168], [0.245, 1.072, 0.281], [-0.461, 0.589, -0.799], [-0.454, 0.851, 1.586], [2.064, 1.804, 1.030], [1.841, 2.141, -0.700], [-0.197, 1.147, -1.542], [-1.102, -0.020, 1.543], [-1.110, 1.715, 1.742], [0.264, 0.787, 2.394], [0.205, -3.210, -1.551], [-1.183, -2.723, -1.073], [-0.497, -3.379, -0.919]]
}

---

No. 3
{
  "formula": "C3H8O2",
  "method": "ωB97M-V/def2-TZVPD",
  "e_homo_ev": -9.05,
  "orbital_gap_ev": 9.81,
  "e_above_lowest_kcal_mol": 46.1,
  "smiles": "C=CO.CO",
  "species": ["C", "O", "H", "H", "H", "H", "C", "C", "O", "H", "H", "H", "H"],
  "positions_angstrom": [[-2.277, -0.982, 0.807], [-2.000, -1.752, -0.345], [-3.148, -0.377, 0.569], [-2.492, -1.551, 1.714], [-1.436, -0.346, 1.121], [-1.489, -2.545, -0.114], [2.707, 1.504, -0.149], [1.427, 1.278, 0.065], [0.785, 0.255, -0.604], [3.273, 2.346, 0.257], [3.288, 1.001, -0.900], [0.821, 1.651, 0.872], [-0.159, 0.332, -0.437]]
}

---

No. 4
{
  "formula": "C3H8O2",
  "method": "ωB97M-V/def2-TZVPD",
  "e_homo_ev": -9.93,
  "orbital_gap_ev": 10.65,
  "e_above_lowest_kcal_mol": 48.2,
  "smiles": "CC=O.CO",
  "species": ["C", "O", "H", "H", "H", "H", "O", "C", "C", "H", "H", "H", "H"],
  "positions_angstrom": [[1.129, 1.820, -0.144], [2.071, 0.785, -0.051], [1.500, 2.822, -0.027], [0.259, 1.476, 0.311], [0.753, 1.844, -1.163], [2.635, 0.792, 0.807], [-2.883, -1.230, 0.873], [-1.804, -0.829, 0.442], [-0.750, -1.762, -0.119], [-1.477, 0.189, 0.151], [-0.693, -2.795, 0.188], [-0.984, -1.745, -1.175], [0.245, -1.366, -0.092]]
}

---

No. 5
{
  "formula": "C3H8O2P",
  "method": "ωB97M-V/def2-TZVPD",
  "e_homo_ev": -2.98,
  "orbital_gap_ev": 7.18,
  "e_above_lowest_kcal_mol": 55.4,
  "smiles": "CC(C)P([O-])O",
  "charge": -1,
  "species": ["C", "C", "C", "O", "O", "P", "H", "H", "H", "H", "H", "H", "H", "H"],
  "positions_angstrom": [[-1.104, 0.913, -0.432], [-0.765, -0.887, 1.177], [-0.083, -0.193, -0.005], [2.425, -0.846, 0.405], [1.932, 0.837, -1.648], [1.657, 0.412, 0.246], [-1.232, 1.379, 0.478], [-0.471, 1.501, -1.068], [-2.070, 0.662, -0.915], [-0.957, -0.163, 1.900], [-0.048, -1.436, 1.656], [-1.644, -1.299, 0.859], [-0.157, -1.057, -0.790], [2.518, 0.177, -1.864]]
}

---

No. 6
{
  "formula": "C3H8O2Rh",
  "method": "ωB97M-V/def2-TZVPD",
  "e_homo_ev": [-14.55, -14.90],
  "orbital_gap_ev": [11.40, 6.83],
  "multiplicity": 5,
  "charge": 1,
  "species": ["C", "C", "O", "C", "Rh", "H", "H", "H", "H", "H", "H", "O", "H", "H"],
  "positions_angstrom": [[-0.672, 0.049, 1.624], [0.406, -0.713, 0.877], [0.623, -0.056, -0.399], [1.122, -0.875, -1.423], [-1.218, 1.390, 0.136], [-1.495, -0.627, 1.905], [-0.254, 0.558, 2.507], [0.116, -1.759, 0.677], [1.387, -0.698, 1.380], [1.505, -0.237, -2.232], [1.923, -1.528, -1.038], [-2.011, 2.550, -0.998], [-1.744, 3.449, -1.187], [0.314, -1.502, -1.828]]
}